A structure of composition C23H26ClF3GdP3S2 at a distorted geometry. Source: the Open Molecules 2025 dataset; level of theory: ωB97M-V/def2-TZVPD.

## Properties
LUMO (alpha / beta) = 0.34 / -3.43 eV
E = -115316.924 eV
Spin multiplicity = 8
Relative energy (zero: lowest compared OMol25 entry of this formula, charge and spin) = 6.5198 eV
HOMO-LUMO gap (alpha / beta) = 5.690 / 5.267 eV
<S²> = 16.129
HOMO (alpha / beta) = -0.1964 / -0.3194 hartree

```
59
Properties=species:S:1:pos:R:3:forces:R:3
Gd 1.8187 -0.2317 -0.7725 -1.24 0.08 0.71
C 2.0253 0.1835 3.1058 0.09 0.03 -0.13
P 2.0122 -1.2558 1.9759 -0.59 -0.31 1.25
C 3.1525 -2.3796 2.8960 0.19 0.17 -0.38
C 0.4220 -2.0751 2.3896 2.82 2.60 2.65
C -0.1381 -2.0305 3.6584 -0.80 -0.12 0.63
C -1.3145 -2.7043 3.9312 2.69 2.80 3.11
C -1.9333 -3.4429 2.9386 -1.98 -2.46 -3.62
C -1.3946 -3.4843 1.6645 -0.19 0.01 0.25
C -0.2165 -2.8053 1.3801 -2.01 -2.31 -4.01
P 0.5049 -2.7157 -0.2952 -1.03 -1.05 0.66
C -0.7800 -3.4828 -1.3547 0.13 0.27 -0.02
C 1.7255 -4.0982 -0.2446 0.09 0.16 0.01
H 2.0561 -0.1241 4.1496 -0.06 -0.02 0.04
H 1.1409 0.7906 2.9064 0.14 0.02 0.10
H 2.9111 0.7774 2.8779 -0.07 0.00 0.02
H 2.8207 -2.4775 3.9292 -0.01 0.06 -0.01
H 4.1502 -1.9436 2.8597 0.12 -0.08 0.07
H 3.1783 -3.3658 2.4364 0.03 -0.01 -0.01
H 0.3307 -1.4467 4.4348 0.04 0.03 0.13
H -1.7479 -2.6423 4.9177 0.01 0.02 0.09
H -2.8488 -3.9742 3.1456 -0.07 -0.09 -0.01
H -1.8981 -4.0461 0.8944 -0.08 -0.06 -0.06
H -0.9020 -4.5386 -1.1092 -0.06 0.03 -0.01
H -0.4658 -3.3897 -2.3955 0.03 -0.02 0.04
H -1.7223 -2.9447 -1.2402 0.05 -0.05 -0.01
H 1.2900 -4.9525 0.2732 0.03 0.00 -0.01
H 2.6413 -3.7796 0.2534 0.00 -0.09 -0.05
H 1.9648 -4.3712 -1.2717 0.08 0.03 -0.02
Cl 3.4040 1.3542 0.2479 0.72 0.81 0.44
S -0.3419 0.9335 0.6709 0.28 -0.25 0.07
P -0.7254 1.4969 -1.2057 -0.82 0.89 -0.36
S -0.2758 0.1283 -2.5943 0.13 0.01 -0.02
C 0.1831 3.0486 -1.5713 -0.16 -0.52 -0.05
C -0.4072 4.2745 -1.2903 -0.04 -0.15 0.04
C 0.2927 5.4435 -1.5224 -0.02 0.07 0.09
C 1.5893 5.3894 -2.0071 0.02 0.01 -0.08
C 2.1773 4.1683 -2.2962 0.08 -0.05 0.04
C 1.4752 2.9942 -2.0862 -0.09 -0.20 -0.09
C -2.4842 1.9578 -1.3458 0.29 -0.16 0.08
C -3.3207 1.9334 -0.2398 0.12 0.01 0.00
C -4.6593 2.2566 -0.3815 -0.15 0.06 0.01
C -5.1612 2.6032 -1.6256 0.00 -0.05 0.05
C -4.3211 2.6309 -2.7299 -0.01 0.03 -0.09
C -2.9827 2.3108 -2.5943 0.02 -0.03 0.04
H -1.4158 4.2991 -0.9001 -0.03 0.10 0.02
H -0.1743 6.3955 -1.3176 -0.01 0.08 0.03
H 2.1378 6.3043 -2.1716 0.06 0.08 -0.04
H 3.1831 4.1219 -2.6850 0.09 0.02 -0.02
H 1.9394 2.0417 -2.3631 -0.20 0.41 0.02
H -2.9217 1.6645 0.7273 0.02 -0.05 0.06
H -5.3077 2.2351 0.4836 -0.04 0.00 0.01
H -6.2091 2.8418 -1.7391 -0.05 0.04 0.00
H -4.7134 2.8943 -3.7003 -0.04 0.04 -0.09
H -2.3182 2.3207 -3.4475 -0.01 0.00 -0.11
F 2.1759 -1.9638 -2.5468 -0.43 0.00 -0.01
C 3.5063 -1.4755 -2.4754 1.59 -1.36 -1.72
F 3.6770 -1.5719 -1.0473 0.17 -0.13 0.63
F 3.2174 -0.0811 -2.5806 0.13 0.66 -0.33
```
Forces are in eV/Å.